[1]
ORCA calculation (the ωB97M-V functional and the def2-TZVPD basis) on a structure of composition C16H26CoN6O3S5 in a non-equilibrium geometry.

Computed properties:
- HOMO (spin up / spin down): -6.33 / -6.40 eV
- Calculated total energy: -123899.41314 eV

The geometry in ORCA input format:
```
! RIJCOSX wB97M-V def2-TZVPD def2/J DEFGRID3
* xyz 0 4
Co 0.0056 0.4249 0.0865
C -0.7738 4.7418 -2.6926
N -0.1342 4.2311 -1.4797
C 0.9475 5.0003 -0.8390
C -0.3866 3.0275 -1.0643
O 0.1004 2.5801 -0.0223
C -1.3976 2.2346 -1.9250
O -1.5585 0.9789 -1.3044
C -2.8363 0.5969 -0.9171
C -2.8909 0.4517 0.5978
O -1.9316 0.9346 1.2878
N -4.0141 -0.0990 1.1773
C -3.9742 -0.4610 2.5656
C -4.9836 -0.8526 0.4157
H -1.6556 5.1979 -2.4266
H -0.8734 4.0032 -3.4454
H -0.2197 5.6323 -3.0469
H 0.6907 6.0480 -0.8338
H 1.9079 4.8462 -1.3039
H 1.0881 4.6795 0.1753
H -1.0388 2.0372 -2.8905
H -2.2835 2.8749 -1.9407
H -3.0344 -0.3759 -1.4163
H -3.6223 1.2922 -1.2538
H -4.8862 -0.1057 3.0900
H -3.1322 0.0573 3.0148
H -3.8255 -1.5101 2.6066
H -4.5850 -1.8492 0.1739
H -5.3091 -0.2289 -0.4496
H -5.8116 -1.0392 1.1083
S -1.3014 -3.4214 -5.4883
C -0.7900 -2.6917 -4.1113
S -1.3352 -3.0433 -2.4999
C -0.3615 -1.8619 -1.6779
C 0.4525 -1.0737 -2.3991
S 1.5476 0.1388 -1.7440
S 0.3884 -1.4007 -4.1232
S -0.7747 -1.7705 0.0165
C 2.8542 -3.8150 2.2426
C 4.0895 -3.0280 1.8467
C 4.1397 -2.7922 0.3261
C 4.2051 -1.6764 2.5917
N 2.9948 -0.8468 2.5140
C 2.4665 -0.1675 1.5342
N 1.2271 0.0877 1.7622
N 0.9869 -0.4310 3.0375
N 2.0191 -1.0516 3.4382
H 2.9267 -4.9085 2.0242
H 1.9105 -3.3797 1.8336
H 2.8107 -3.7086 3.3226
H 4.9617 -3.6780 2.1369
H 3.4592 -1.9026 -0.0359
H 4.0868 -3.6724 -0.2846
H 5.1291 -2.4156 0.1259
H 5.1119 -1.0532 2.3560
H 4.1674 -1.8796 3.6352
H 3.0459 0.0939 0.5729
*
```


[2]
ORCA calculation (the ωB97M-V functional and the def2-TZVPD basis) on an isolated molecule of C4H11N2S in a non-equilibrium geometry.

Computed properties:
- Energy above the lowest of the compared OMol25 structures with the same formula, charge and spin: 41.7 kcal per mole
- HOMO (spin up / spin down): -8.85 / -8.78 eV
- Calculated total energy: -18138.70782 eV

The geometry in ORCA input format:
```
! RIJCOSX wB97M-V def2-TZVPD def2/J DEFGRID3
* xyz 0 2
C -1.0593 -0.3844 -0.0618
N -0.3580 0.7986 -0.5195
C 1.0676 0.5167 -0.7278
C 1.6197 1.7864 -1.4121
S 3.4493 1.4508 -1.4188
C -0.4921 -1.0814 1.3245
N -1.6087 -1.9793 1.8135
H -1.2944 -1.0260 -0.9223
H -2.0968 -0.0366 0.0781
H -0.5344 1.4694 0.2525
H 1.6740 -0.0753 0.0997
H 1.0122 -0.2549 -1.5515
H 1.3216 2.0804 -2.3847
H 1.2402 2.5936 -0.6686
H 0.4210 -1.5513 1.0750
H -0.1585 -0.2631 2.0552
H -2.3930 -1.3551 1.9206
H -1.8105 -2.6885 1.0480
*
```


[3]
ORCA calculation (the ωB97M-V functional and the def2-TZVPD basis) on a cluster of 5 separate species, C36H65N2O16PS in total in a non-equilibrium geometry.

Computed properties:
- SMILES: O=NOc1ccc2c(c1)Nc1cc(P(O)O)ccc1S2.COCCOCCOC.COCCOCCOC.COCCOCCOC.COCCOCCOC
- HOMO: -8.25 eV
- Calculated total energy: -94223.40173 eV

The geometry in ORCA input format:
```
! RIJCOSX wB97M-V def2-TZVPD def2/J DEFGRID3
* xyz 0 1
O -0.5856 2.6220 3.4407
N -1.1102 1.6434 2.9327
O -2.2990 1.3580 3.5546
C -1.9253 0.1966 4.4274
C -2.1936 -1.3674 3.9482
C -1.6847 -2.5554 4.9981
C -0.9610 -2.1724 6.4301
C -0.6906 -0.6045 6.9464
C -1.2088 0.5810 5.8863
N -0.0019 -0.3097 8.2603
C 1.2817 -1.0874 8.4444
C 2.7257 -0.3882 8.9169
C 4.1250 -1.2755 9.1320
P 5.7705 -0.3993 9.6978
O 5.6906 1.2261 8.9876
O 7.0213 -1.1897 8.7180
C 4.1257 -2.9144 8.8726
C 2.7087 -3.6259 8.4237
C 1.3448 -2.7422 8.2080
S -0.3122 -3.5044 7.6374
H -2.6848 -1.6591 2.9001
H -1.7934 -3.6960 4.7444
H -1.0676 1.7172 6.1585
H 0.1591 0.7106 8.4061
H 2.8332 0.7654 9.1106
H 5.2074 1.0537 8.1036
H 6.7055 -1.0296 7.7657
H 5.0613 -3.6118 8.9795
H 2.6697 -4.7790 8.2109
C -1.8870 2.2493 -5.3455
O -1.5881 1.7433 -4.0553
C -0.2679 1.2071 -3.9646
C 0.3174 1.4485 -2.5697
O 0.7169 2.8052 -2.3341
C -0.3411 3.7644 -2.1952
C -1.1521 3.6105 -0.9042
O -2.0388 2.4950 -1.0025
C -2.2666 1.8603 0.2438
H -1.9607 1.4286 -6.0650
H -2.8450 2.7733 -5.2936
H -1.1248 2.9660 -5.6698
H 0.3935 1.6541 -4.7160
H -0.3395 0.1299 -4.1504
H 1.2355 0.8558 -2.4856
H -0.3475 1.0929 -1.7810
H -0.9804 3.7731 -3.0792
H 0.1555 4.7405 -2.1642
H -1.7656 4.5023 -0.7484
H -0.4634 3.4936 -0.0555
H -1.3204 1.6096 0.7316
H -2.8105 0.9300 0.0590
H -2.8676 2.5049 0.8906
C 0.1887 -6.2048 10.0109
O 0.5364 -5.4473 11.1578
C -0.5820 -4.7710 11.7327
C -0.4419 -4.6965 13.2563
O -0.6914 -5.9405 13.9242
C 0.3014 -6.9626 13.7556
C 1.6261 -6.6635 14.4653
O 2.3684 -5.6808 13.7417
C 3.1607 -4.8594 14.5818
H -0.0805 -5.5387 9.1860
H 1.0549 -6.8065 9.7232
H -0.6407 -6.8859 10.2298
H -1.5221 -5.2753 11.4807
H -0.5999 -3.7577 11.3166
H -1.2084 -4.0073 13.6289
H 0.5184 -4.2752 13.5579
H 0.4484 -7.1956 12.6999
H -0.1278 -7.8611 14.2127
H 2.2353 -7.5710 14.5019
H 1.4196 -6.3260 15.4908
H 2.5577 -4.4294 15.3865
H 3.5589 -4.0382 13.9796
H 3.9918 -5.4356 14.9970
C -3.9214 2.9960 -8.7754
O -3.5339 1.6684 -9.0873
C -4.2507 0.6919 -8.3314
C -4.4773 -0.5741 -9.1636
O -5.4853 -0.4330 -10.1733
C -5.1499 0.3971 -11.2946
C -4.0846 -0.2061 -12.2161
O -2.7911 -0.0986 -11.6198
C -1.9288 -1.1647 -11.9776
H -3.5964 3.2563 -7.7639
H -3.4454 3.6687 -9.4937
H -5.0064 3.1168 -8.8641
H -5.2189 1.0824 -7.9971
H -3.6433 0.4488 -7.4527
H -4.8477 -1.3550 -8.4895
H -3.5473 -0.9552 -9.5884
H -4.8852 1.4047 -10.9706
H -6.0765 0.4923 -11.8714
H -4.0572 0.3497 -13.1575
H -4.3373 -1.2555 -12.4239
H -2.4052 -2.1308 -11.7884
H -1.0311 -1.1011 -11.3566
H -1.6437 -1.0819 -13.0297
C 0.2702 2.3637 -10.0822
O 1.5851 2.8533 -9.8784
C 1.9933 3.7764 -10.8883
C 2.9102 4.8516 -10.2970
O 2.2234 5.8292 -9.5045
C 1.7206 5.3810 -8.2375
C 2.8145 5.0806 -7.2074
O 3.4544 3.8393 -7.5074
C 4.8193 3.8167 -7.1274
H 0.2414 1.7144 -10.9620
H -0.0217 1.7902 -9.1985
H -0.4395 3.1894 -10.2012
H 1.1277 4.2581 -11.3577
H 2.5390 3.2076 -11.6492
H 3.3509 5.4102 -11.1308
H 3.7462 4.4175 -9.7464
H 1.0370 4.5400 -8.3629
H 1.1191 6.2127 -7.8543
H 2.3664 4.9850 -6.2144
H 3.5399 5.9063 -7.1979
H 5.3518 4.6796 -7.5373
H 5.2734 2.9108 -7.5381
H 4.9069 3.7996 -6.0378
*
```


[4]
ORCA calculation (the ωB97M-V functional and the def2-TZVPD basis) on the ion C3H7O2 with charge -1 in a non-equilibrium geometry.

Computed properties:
- SMILES: CO[C@@H](C)[O-]
- Energy above the lowest of the compared OMol25 structures with the same formula, charge and spin: 69.5 kcal per mole
- HOMO: -2.62 eV
- Calculated total energy: -7317.93943 eV

The geometry in ORCA input format:
```
! RIJCOSX wB97M-V def2-TZVPD def2/J DEFGRID3
* xyz -1 1
C 0.9500 1.3991 -0.0028
O -0.0154 0.8034 0.8555
C -0.1432 -0.6312 0.2512
C -1.5232 -0.5543 -0.7184
O 0.8399 -1.2300 -0.2532
H 0.3386 2.1737 -0.6773
H 1.7487 0.8500 -0.3941
H 1.6079 2.0557 0.7635
H -0.6038 -1.1812 1.0911
H -1.9182 -1.6367 -0.6834
H -2.2189 0.2029 -0.3217
H -1.2516 -0.3334 -1.7767
*
```


[5]
ORCA calculation (the ωB97M-V functional and the def2-TZVPD basis) on an isolated molecule of C5H9N in a non-equilibrium geometry.

Computed properties:
- SMILES: C=C/C(C)=C/N
- Energy above the lowest of the compared OMol25 structures with the same formula, charge and spin: 47.6 kcal per mole
- HOMO: -7.46 eV
- Calculated total energy: -6818.93012 eV

The geometry in ORCA input format:
```
! RIJCOSX wB97M-V def2-TZVPD def2/J DEFGRID3
* xyz 0 1
C -2.4455 0.0404 0.1417
C -1.2444 0.3941 0.6210
C 0.0749 0.0797 0.0250
C 0.0717 -0.6682 -1.3369
C 1.1908 0.6392 0.5220
N 2.4681 0.0023 0.5327
H -2.5601 -0.4668 -0.7976
H -3.2438 0.2891 0.8354
H -1.0462 0.9765 1.5272
H 0.9051 -1.3605 -1.4223
H 0.2589 0.1211 -2.0727
H -0.8735 -1.1549 -1.5634
H 1.1658 1.6707 0.8725
H 2.2824 -0.9535 0.8108
H 2.9957 0.3907 1.3045
*
```


[6]
ORCA calculation (the ωB97M-V functional and the def2-TZVPD basis) on a cluster of 2 separate species, C2H4FNO2 in total in a non-equilibrium geometry.

Computed properties:
- SMILES: O=C1O[C@H]1F.N
- Energy above the lowest of the compared OMol25 structures with the same formula, charge and spin: 49.3 kcal per mole
- HOMO: -10.28 eV
- Calculated total energy: -10439.40142 eV

The geometry in ORCA input format:
```
! RIJCOSX wB97M-V def2-TZVPD def2/J DEFGRID3
* xyz 0 1
O 1.0361 1.7469 -0.3862
C 0.9186 0.5702 -0.1856
O 1.1562 -0.2971 0.8748
C 1.1280 -0.8164 -0.4563
F 0.1603 -1.6796 -0.6506
H 2.0615 -1.1783 -0.9601
N -1.4502 0.4405 0.2607
H -1.4339 1.1945 1.0342
H -1.2749 -0.3760 0.7155
H -2.3016 0.3953 -0.2463
*
```


- Which of these has the lowest calculated total energy?
  C16H26CoN6O3S5